Formula: C9H19N2S
Source: the OMol25 dataset
Level of theory: ωB97M-V/def2-TZVPD

Cartesian coordinates (Å):
C 0.834306 1.167921 0.451407
C 3.824896 -0.491442 -0.041913
C 3.063929 -1.500250 0.738811
C 2.806694 0.333956 -0.790673
C 1.553593 -1.143980 0.567586
C -3.737920 1.016400 -0.231843
C -1.518051 1.760007 -1.221917
C -3.121846 -1.939718 -0.286817
C -2.341800 0.859700 -0.754733
N 1.601402 0.202091 0.102297
N 0.034415 1.198095 1.497853
S -1.727582 -0.801061 -0.468424
H 4.415131 0.233515 0.626523
H 4.570372 -0.956012 -0.808768
H 3.211503 -2.457283 0.408031
H 3.345276 -1.379433 1.876757
H 3.033270 1.344115 -1.131666
H 2.602297 -0.018484 -1.821527
H 1.116096 -1.723491 -0.203946
H 1.079141 -1.176447 1.518594
H -3.664043 0.724300 0.805398
H -4.219327 2.139206 -0.204700
H -4.463705 0.293843 -0.774201
H -1.764693 2.878451 -1.183506
H 1.040198 2.079076 -0.060929
H -0.530804 1.665003 -1.447077
H -3.887483 -1.971555 -1.144259
H -3.728463 -1.855219 0.653270
H -2.793241 -2.929282 -0.303004
H -0.518409 2.105792 1.533676
H -0.115146 0.342180 2.099714

Forces on the atoms, in the same order (eV/Å):
C 0.93 0.36 0.97
C 3.21 1.59 -1.39
C -0.95 1.82 3.57
C -1.14 0.16 -1.56
C 1.98 0.05 0.76
C -2.03 1.83 -0.75
C -1.99 3.76 0.70
C -3.02 1.17 -0.50
C -1.21 -1.50 0.44
N 0.89 0.36 -1.68
N -1.06 0.66 0.39
S 0.16 -0.30 -0.25
H -0.68 -1.28 -0.92
H -1.22 0.83 1.52
H 0.58 -2.47 -0.48
H -0.53 -0.66 -2.24
H 0.19 0.49 1.29
H -0.42 -0.95 0.71
H -0.77 -0.81 -0.39
H -0.78 -0.51 0.49
H -0.41 -0.25 0.41
H 1.45 -2.77 -0.50
H 1.14 1.38 0.96
H -0.24 -1.74 -0.24
H -0.26 0.72 -0.17
H 2.42 -1.08 -1.05
H 1.26 0.64 1.01
H 0.77 0.36 -0.73
H 1.32 -1.50 0.09
H 0.65 -2.22 0.61
H -0.22 1.84 -1.09

Results
frontier orbital gap	0.3329	hartree
energy relative to the best compared isomer or geometry (same formula, charge and spin)	1.3430	eV
net charge	+1